## one
ORCA calculation (ωB97M-V/def2-TZVPD) on an isolated molecule of C10H18Si.

The highest occupied orbital energy comes out at -8.4 eV. For the frontier orbital gap, the calculation gives 9.2 eV. Its multiplicity is 1. As for the lowest unoccupied orbital energy: 0.0299 Ha.

Positions of all 29 atoms, in Å:
1 Si 0.55737 -0.79379 -0.45878
2 C -1.99502 -0.26613 0.71965
3 C -1.86830 1.29307 -1.05080
4 C -0.95940 0.50830 -0.01695
5 C -3.17441 -0.16972 0.09217
6 C -4.51432 -0.81537 0.54005
7 C 2.28374 -0.03643 0.03208
8 C 3.33690 -1.13456 -0.31203
9 C -3.07982 0.83928 -0.97400
10 C 2.35027 0.33247 1.47343
11 C 2.53458 1.22239 -0.81866
12 H 1.73348 1.19285 1.70413
13 H 0.62801 -1.13907 -1.86915
14 H 2.27536 1.33142 -1.86671
15 H -1.47355 1.93623 -1.81081
16 H -5.28890 -0.15410 0.24165
17 H 3.50110 1.51898 -0.77304
18 H 3.32502 -1.34856 -1.34900
19 H 1.96210 2.04433 -0.26753
20 H 3.18839 -1.98239 0.44263
21 H -4.04618 1.18224 -1.45999
22 H -4.47131 -1.00431 1.61602
23 H 1.99618 -0.66468 2.08455
24 H 4.26458 -0.79750 -0.00385
25 H -1.78057 -1.04622 1.44134
26 H 3.37640 0.65532 1.82993
27 H -0.48732 1.18589 0.71879
28 H -4.59999 -1.68505 -0.02522
29 H 0.42564 -2.20490 0.12010

---

## two
ORCA calculation (ωB97M-V/def2-TZVPD) on an isolated molecule of C10H18Si.

The highest occupied orbital energy (alpha / beta) comes out at -7.2 / -8.1 eV. For the frontier orbital gap (alpha / beta), the calculation gives 7.4 / 8.2 eV. Its multiplicity is 1. As for the lowest unoccupied orbital energy (alpha / beta): 0.0045 / 0.0063 Ha.

Positions of all 29 atoms, in Å:
1 Si 2.29764 0.16774 0.40519
2 C -0.83364 2.97584 -0.13973
3 C 1.98518 -1.12936 1.74337
4 C -1.47235 -0.77960 -0.04378
5 C -1.63238 1.82927 -0.39917
6 C -1.22362 -1.75206 -1.27790
7 C 0.83602 1.32383 0.55672
8 C 0.56532 2.78026 0.25573
9 C -1.08242 0.62108 -0.25788
10 C -2.89834 -0.97173 0.50770
11 C 2.55516 -0.67850 -1.37892
12 H -0.44592 -2.50902 -1.16039
13 H 1.36094 -1.97343 1.42288
14 H -2.62589 2.00859 -0.63079
15 H 3.65198 0.98805 0.77916
16 H -2.26292 -2.21182 -1.32783
17 H 2.91636 -1.70077 2.08355
18 H -3.74917 -0.87015 -0.21012
19 H 1.54332 -0.73665 2.68744
20 H -1.11572 -1.27139 -2.25733
21 H 3.47137 -0.44219 -2.00858
22 H -1.39482 3.84661 0.06397
23 H 1.14851 3.03096 -0.52421
24 H 2.88103 -1.66070 -1.03935
25 H -3.07281 -0.37257 1.46022
26 H 0.85426 3.37076 1.12487
27 H -3.02552 -2.09729 0.71332
28 H 1.57025 -0.55628 -1.92956
29 H -0.80184 -1.22949 0.78141

---

Relative to the most stable structure, the computed energies are one 0.0; two 92.8, all in kcal/mol.

---

## one
ORCA calculation (ωB97M-V/def2-TZVPD) on a structure of composition C2BrF2IO.

The highest occupied orbital energy comes out at -10.3 eV. For the frontier orbital gap, the calculation gives 9.3 eV. Its multiplicity is 1. As for the lowest unoccupied orbital energy: -0.0358 Ha.

Positions of all 7 atoms, in Å:
1 I 2.22640 0.96404 -0.00755
2 Br 0.83002 -1.95678 0.41943
3 F -1.79458 1.58687 0.16354
4 F 0.46481 -0.29930 -1.77867
5 O -1.30286 -0.31647 1.31121
6 C -1.03724 0.32790 0.35254
7 C 0.61344 -0.30627 -0.46049

---

## two
ORCA calculation (ωB97M-V/def2-TZVPD) on a cluster of 2 separate species, C2BrF2IO in total.

The highest occupied orbital energy comes out at -10.5 eV. For the frontier orbital gap, the calculation gives 8.3 eV. Its multiplicity is 1. As for the lowest unoccupied orbital energy: -0.0814 Ha.

Positions of all 7 atoms, in Å:
1 I -0.10643 -2.50109 -0.22145
2 Br -0.16846 2.28105 -0.19682
3 F 1.42301 0.26010 1.32462
4 F 1.19068 0.19036 -1.14716
5 O -1.84502 -0.22445 0.45967
6 C -0.76345 -0.50130 0.06713
7 C 0.26967 0.49533 -0.28599

---

Relative to the most stable structure, the computed energies are one 0.0; two 7.3, all in kcal/mol.

---

## one
ORCA calculation (ωB97M-V/def2-TZVPD) on an isolated molecule of C4H7NO2S.

The highest occupied orbital energy comes out at -9.3 eV. For the frontier orbital gap, the calculation gives 10.0 eV. Its multiplicity is 1. As for the lowest unoccupied orbital energy: 0.0264 Ha.

Positions of all 15 atoms, in Å:
1 S 1.64352 -1.29409 -0.96450
2 O 2.77428 1.64325 0.13094
3 O 1.65088 -0.71653 1.61001
4 N 0.59295 1.65184 -0.66712
5 C 1.18118 -0.20986 0.45359
6 C -0.35784 -0.10004 0.51266
7 C -0.63554 0.85302 -0.61602
8 C 1.70645 1.16293 -0.10612
9 H -0.72342 0.23743 1.45208
10 H -1.61588 1.50913 -0.25818
11 H 2.90420 -0.86091 -0.84494
12 H 0.78550 2.38118 -1.38441
13 H 2.58624 -0.93245 1.76167
14 H -0.71683 -1.05079 0.38542
15 H -0.81460 0.39347 -1.61990

---

## two
ORCA calculation (ωB97M-V/def2-TZVPD) on a cluster of 2 separate species, C4H7NO2S in total.

The highest occupied orbital energy comes out at -9.7 eV. For the frontier orbital gap, the calculation gives 10.3 eV. Its multiplicity is 1. As for the lowest unoccupied orbital energy: 0.0214 Ha.

Positions of all 15 atoms, in Å:
1 S 0.17815 -0.80524 -0.21020
2 O -0.20000 -2.33682 -0.67851
3 O 1.27396 -1.01971 0.74513
4 N -1.55814 -1.47976 2.12763
5 C -0.60283 0.94710 2.14287
6 C 0.39435 0.50863 -2.49720
7 C 1.03416 -0.31150 -1.65882
8 C -1.02650 -0.46312 2.10435
9 H -0.80355 1.31695 3.07530
10 H 0.68021 0.99641 -3.46068
11 H 0.43421 1.10132 1.76924
12 H -0.51989 0.74719 -2.14110
13 H -1.28370 1.42968 1.51608
14 H -0.15447 -2.76606 0.17829
15 H 1.86441 -0.91828 -1.81404

---

## three
ORCA calculation (ωB97M-V/def2-TZVPD) on an isolated molecule of C4H7NO2S.

The highest occupied orbital energy comes out at -9.3 eV. For the frontier orbital gap, the calculation gives 10.0 eV. Its multiplicity is 1. As for the lowest unoccupied orbital energy: 0.0276 Ha.

Positions of all 15 atoms, in Å:
1 S 1.64739 -1.53674 0.11686
2 O -2.82750 -0.87366 -0.58239
3 O -1.61099 0.61001 1.18684
4 N -1.54233 -1.13371 -0.17967
5 C -0.94180 -0.25860 0.66990
6 C 1.12025 1.08145 -0.94719
7 C 0.54209 -0.41531 1.05338
8 C 1.57152 0.30054 0.28284
9 H -2.97801 -0.02708 -0.16048
10 H 0.35484 0.56647 -1.53361
11 H 0.66614 -0.48017 2.10750
12 H 1.96379 1.30764 -1.59191
13 H 2.41620 0.71722 0.82656
14 H 0.72128 2.03715 -0.56437
15 H -1.10287 -1.89521 -0.68429

---

Relative to the most stable structure, the computed energies are one 0.0; two 53.1; three 26.7, all in kcal/mol.

---

## one
ORCA calculation (ωB97M-V/def2-TZVPD) on an isolated molecule of C5H9FN2.

The highest occupied orbital energy comes out at -8.4 eV. For the frontier orbital gap, the calculation gives 9.3 eV. Its multiplicity is 1. As for the lowest unoccupied orbital energy: 0.0350 Ha.

Positions of all 17 atoms, in Å:
1 F 2.02848 -1.59885 -0.29320
2 N -1.08680 -0.05371 0.33855
3 N -0.25447 1.02496 -0.08568
4 C -2.49900 0.02796 -0.07962
5 C 0.91441 0.47964 0.10245
6 C 1.93917 1.57900 -0.00465
7 C -0.41071 -1.35512 -0.01695
8 C 1.06422 -0.94618 0.38855
9 H -2.52984 -0.29903 -1.19674
10 H 2.55296 1.90520 0.82180
11 H 2.63478 1.10404 -0.74488
12 H 1.42132 -1.22226 1.48511
13 H -0.73781 -2.28751 0.56983
14 H -3.41123 -0.52537 0.51049
15 H -2.47847 1.25184 -0.25970
16 H -0.45766 -1.49398 -1.15754
17 H 1.31064 2.40938 -0.37781

---

## two
ORCA calculation (ωB97M-V/def2-TZVPD) on an isolated molecule of C5H9FN2.

The highest occupied orbital energy comes out at -8.9 eV. For the frontier orbital gap, the calculation gives 9.8 eV. Its multiplicity is 1. As for the lowest unoccupied orbital energy: 0.0334 Ha.

Positions of all 17 atoms, in Å:
1 F 1.87461 -1.47269 -0.28348
2 N -0.64768 -0.44821 0.13317
3 N -1.88455 0.19886 0.02887
4 C 0.07953 -0.12815 1.24904
5 C 1.91980 -0.09368 -0.34099
6 C -2.80397 -0.65276 -0.46833
7 C 0.56936 0.50742 0.10628
8 C 0.42244 1.96587 -0.27913
9 H 0.07401 1.99760 -1.34769
10 H 2.21018 0.17334 -1.48027
11 H -0.22476 2.37778 0.52679
12 H 1.35807 2.76890 -0.25310
13 H 0.47296 -0.91647 1.83291
14 H -2.78178 -1.66677 -0.89499
15 H -0.54430 0.50918 1.91594
16 H 2.83302 0.27661 0.20162
17 H -3.66622 -0.11272 -0.68549

---

Relative to the most stable structure, the computed energies are one 0.0; two 22.4, all in kcal/mol.